*i*
{"formula": "C4H5NO2", "method": "the ωB97M-V functional and the def2-TZVPD basis", "species": ["O", "O", "N", "C", "C", "C", "C", "H", "H", "H", "H", "H"], "positions_angstrom": [[1.2877, -1.1692, -0.7513], [-0.1355, -0.0121, -0.1471], [-2.2070, -0.3379, 2.4777], [-0.3711, 0.6749, 0.9397], [-1.4052, 0.1374, 1.8035], [0.6287, -1.4596, -1.8641], [0.2538, 1.8371, 1.2562], [-0.0500, 2.4260, 2.1089], [0.1551, -2.4533, -1.8838], [-0.2930, -0.7460, -1.7413], [1.0023, 2.2285, 0.5828], [1.1343, -1.1259, -2.7812]], "multiplicity": 1, "charge": 0, "homo_lumo_gap_ev": [7.9, 8.9]}

***

*ii*
{"formula": "C4H5NO2", "method": "the ωB97M-V functional and the def2-TZVPD basis", "species": ["O", "O", "N", "C", "C", "C", "C", "H", "H", "H", "H", "H"], "positions_angstrom": [[0.2727, -1.0586, -0.8303], [-2.6575, 0.7469, -0.0728], [1.8121, 0.0677, 0.3924], [-1.7730, -0.0665, 0.0136], [-0.3819, 0.1836, -0.5150], [0.5324, 0.7522, 0.5915], [1.5318, -0.9312, -0.3269], [0.1638, 0.4387, 1.5771], [2.2031, -1.7510, -0.5578], [0.6115, 1.8403, 0.5945], [-1.8899, -1.0320, 0.5480], [-0.4252, 0.8098, -1.4144]], "multiplicity": 1, "smiles": "O=C[C@H]1CN=CO1", "charge": 0, "homo_lumo_gap_ev": 11.0}

***

Stability ranking, top and bottom: *ii* is the most stable and *i* is the least stable.